[1]
76
Properties=species:S:1:pos:R:3 method="wB97M-V/def2-TZVPD" de_lowest_kj_mol=27.9 e_homo_ev=-14.414 energy_ev=-77680.734 charge=+3 orbital_gap_ha=0.17144
Al -1.17 0.43 -0.19
I -4.21 -1.54 -6.71
C -3.41 -0.65 -5.01
C -4.02 0.48 -4.47
C -3.50 1.08 -3.33
I -4.42 2.75 -2.51
C -2.36 0.56 -2.73
O -1.82 1.15 -1.65
C -1.75 -0.57 -3.27
C -0.55 -1.11 -2.57
N -0.84 -1.33 -1.10
C -2.02 -2.23 -0.91
C -3.01 -1.67 0.08
C -4.10 -2.40 0.52
C -5.01 -1.79 1.37
C -4.80 -0.47 1.76
C -3.69 0.19 1.30
N -2.80 -0.41 0.48
C -2.28 -1.18 -4.41
H -4.91 0.88 -4.93
H -0.24 -2.06 -3.01
H 0.30 -0.42 -2.61
H -0.03 -1.82 -0.72
H -2.53 -2.32 -1.87
H -1.69 -3.23 -0.62
H -4.24 -3.42 0.19
H -5.87 -2.33 1.73
H -5.50 0.04 2.41
H -3.49 1.22 1.57
H -1.80 -2.06 -4.82
C -0.63 -3.01 4.38
C -0.88 -1.75 4.91
C -0.84 -0.63 4.09
C -0.57 -0.81 2.74
C -0.34 -2.07 2.20
C -0.36 -3.18 3.03
N -0.50 0.33 1.86
N -0.19 1.40 2.42
C -0.22 2.53 1.55
C 0.10 3.76 2.06
C 0.03 4.85 1.19
C -0.35 4.64 -0.12
C -0.67 3.36 -0.55
N -0.60 2.31 0.28
H -0.66 -3.88 5.03
H -1.10 -1.63 5.96
H -1.04 0.35 4.49
H -0.12 -2.19 1.15
H -0.16 -4.16 2.63
H 0.38 3.86 3.10
H 0.26 5.85 1.55
H -0.44 5.46 -0.82
H -1.02 3.15 -1.55
C 5.05 1.36 0.59
N 4.67 1.36 -0.91
C 5.16 0.03 -1.53
N 4.62 -1.07 -0.82
C 5.00 -1.01 0.59
N 4.51 0.21 1.23
C 3.06 0.24 1.35
P 2.21 0.19 -0.30
C 3.19 1.55 -1.10
C 3.18 -1.23 -1.01
H 4.67 2.28 1.01
H 6.14 1.35 0.61
H 5.16 2.13 -1.37
H 6.25 0.06 -1.45
H 4.86 0.04 -2.58
H 6.09 -1.04 0.67
H 4.59 -1.88 1.11
H 2.75 1.14 1.89
H 2.73 -0.61 1.94
H 2.92 2.52 -0.68
H 3.00 1.59 -2.18
H 2.96 -1.33 -2.08
H 2.87 -2.16 -0.53

***

[2]
70
Properties=species:S:1:pos:R:3 method="wB97M-V/def2-TZVPD" e_homo_ev=-4.165 energy_ev=-43626.167 charge=-1 orbital_gap_ha=0.24215
Ba -1.58 -1.18 -0.76
C -5.44 -3.71 -0.10
C -4.68 -2.40 -0.18
O -3.41 -2.49 -0.39
C -5.37 -1.21 -0.07
C -4.81 0.13 -0.16
C -5.76 1.30 -0.15
N -3.54 0.30 -0.26
N -3.06 1.64 -0.27
C -1.97 1.80 -0.98
O -1.38 0.93 -1.73
C -1.30 3.13 -0.83
C 0.07 3.21 -1.06
C 0.74 4.42 -0.89
C 0.04 5.56 -0.52
C -1.34 5.48 -0.30
C -2.00 4.27 -0.45
H -4.74 -4.53 -0.06
H -6.08 -3.84 -0.98
H -6.09 -3.74 0.78
H -6.45 -1.28 0.07
H -6.79 0.96 -0.09
H -5.62 1.91 -1.04
H -5.54 1.95 0.70
H 0.61 2.32 -1.34
H 1.81 4.46 -1.05
H 0.55 6.50 -0.40
H -1.89 6.37 -0.02
H -3.06 4.19 -0.26
C 4.27 -1.40 -2.41
C 2.86 -0.85 -2.17
C 2.33 -0.12 -3.41
C 2.80 0.04 -0.95
C 3.58 1.19 -0.89
C 3.53 2.04 0.20
C 2.68 1.74 1.25
C 1.89 0.59 1.24
C 0.95 0.30 2.39
C 1.67 0.33 3.74
C -0.23 1.26 2.39
C 1.94 -0.27 0.12
N 1.05 -1.35 0.03
C 1.49 -2.57 0.40
C 2.72 -2.88 1.02
C 3.05 -4.17 1.43
C 2.18 -5.24 1.25
C 0.96 -4.98 0.61
C 0.67 -3.72 0.20
F -0.53 -3.52 -0.47
H 4.28 -2.08 -3.27
H 4.63 -1.94 -1.54
H 4.97 -0.59 -2.62
H 2.20 -1.69 -1.98
H 2.96 0.75 -3.64
H 1.32 0.25 -3.25
H 2.33 -0.78 -4.28
H 4.23 1.42 -1.72
H 4.13 2.94 0.23
H 2.62 2.41 2.10
H 0.57 -0.71 2.23
H 2.02 1.33 3.99
H 2.54 -0.34 3.74
H 1.00 0.01 4.54
H 0.11 2.30 2.46
H -0.89 1.07 3.24
H -0.84 1.20 1.48
H 3.42 -2.07 1.19
H 4.00 -4.34 1.91
H 2.43 -6.23 1.58
H 0.24 -5.77 0.41

***

[3]
77
Properties=species:S:1:pos:R:3 method="wB97M-V/def2-TZVPD" de_lowest_kj_mol=32.5 e_homo_ev=-9.024 energy_ev=-75704.743 orbital_gap_ha=0.30557
Be 0.36 1.61 -0.42
C 0.54 2.24 6.47
C -0.16 1.15 5.65
C 0.37 -0.22 6.09
C -1.67 1.22 5.91
C 0.03 1.36 4.15
C 0.46 2.56 3.60
C 0.47 2.72 2.22
N 0.03 1.78 1.38
C -0.36 0.61 1.90
C -0.35 0.36 3.26
C -0.85 -0.34 0.89
C -1.66 -1.42 1.19
C -2.13 -2.24 0.17
C -1.78 -1.88 -1.13
C -1.00 -0.77 -1.35
N -0.52 0.00 -0.37
C -3.02 -3.45 0.41
C -4.37 -3.22 -0.30
C -3.29 -3.67 1.90
C -2.33 -4.69 -0.15
H 0.39 2.03 7.53
H 0.12 3.23 6.27
H 1.61 2.26 6.27
H 0.25 -0.31 7.17
H 1.43 -0.32 5.85
H -0.17 -1.04 5.63
H -1.87 1.11 6.98
H -2.20 0.42 5.39
H -2.09 2.17 5.58
H 0.79 3.38 4.21
H 0.81 3.64 1.77
H -0.65 -0.61 3.61
H -1.94 -1.61 2.21
H -2.11 -2.46 -1.98
H -0.73 -0.45 -2.35
H -4.84 -2.31 0.06
H -5.04 -4.06 -0.10
H -4.24 -3.14 -1.38
H -3.83 -2.83 2.34
H -2.37 -3.84 2.45
H -3.92 -4.56 2.02
H -2.18 -4.63 -1.23
H -2.93 -5.58 0.06
H -1.35 -4.82 0.31
O -1.31 4.88 -4.83
C -0.51 4.14 -5.57
O -0.31 4.39 -6.74
C 0.13 2.97 -4.90
C 0.94 2.04 -5.52
Cl 1.46 2.05 -7.13
N 1.25 1.08 -4.60
N 0.71 1.39 -3.42
C 0.03 2.50 -3.57
C -0.70 3.10 -2.40
O -1.43 4.06 -2.62
O -0.51 2.63 -1.22
C 2.00 -0.14 -4.69
C 2.24 -0.83 -3.50
C 2.95 -2.02 -3.51
C 3.42 -2.55 -4.70
C 3.15 -1.88 -5.88
C 2.44 -0.68 -5.89
H -1.36 4.55 -3.89
H 1.89 -0.42 -2.57
H 3.13 -2.52 -2.56
H 3.97 -3.48 -4.71
H 3.50 -2.28 -6.82
H 2.25 -0.20 -6.83
C 4.37 0.98 -0.78
S 2.93 0.95 0.27
O 2.52 -0.42 0.49
O 3.27 1.70 1.46
O 1.92 1.68 -0.60
H 5.23 0.74 -0.17
H 4.44 1.99 -1.17
H 4.24 0.26 -1.59

***

[4]
81
Properties=species:S:1:pos:R:3 method="wB97M-V/def2-TZVPD" de_lowest_kj_mol=0.0 e_homo_ev=-4.465 energy_ev=-211651.938 charge=-1 orbital_gap_ha=0.24279
Sr 0.49 -0.53 1.24
C -1.59 2.49 1.84
C -0.22 2.88 2.34
C 0.02 4.16 2.88
C 1.25 4.47 3.37
C 2.28 3.51 3.35
C 3.59 3.71 3.86
Br 4.08 5.38 4.63
C 4.51 2.70 3.82
C 4.19 1.47 3.25
Br 5.52 0.12 3.19
C 2.94 1.17 2.68
O 2.65 0.05 2.15
C 1.96 2.25 2.77
N 0.73 1.98 2.29
H -2.29 3.31 1.93
H -1.96 1.65 2.43
H -1.54 2.18 0.80
H -0.79 4.89 2.91
H 1.46 5.44 3.80
H 5.51 2.86 4.22
N 0.32 -4.49 -0.05
C -0.89 -4.08 0.50
C -1.92 -5.03 0.52
C -3.15 -4.67 1.02
C -3.33 -3.37 1.49
C -2.25 -2.52 1.45
N -1.05 -2.85 0.97
C 1.48 -3.83 -0.43
C 2.34 -4.52 -1.29
C 3.52 -3.92 -1.68
C 3.82 -2.64 -1.21
C 2.91 -2.04 -0.37
N 1.76 -2.61 0.03
H 0.27 -5.43 -0.42
H -1.75 -6.03 0.13
H -3.96 -5.38 1.04
H -4.27 -3.05 1.91
H -2.35 -1.51 1.84
H 2.08 -5.51 -1.65
H 4.20 -4.43 -2.35
H 4.73 -2.13 -1.49
H 3.10 -1.06 0.04
F -1.19 -2.29 4.12
C -0.62 -1.01 3.89
F -1.73 -0.14 4.08
C 0.22 -0.77 5.13
F 0.73 0.48 5.12
F 1.26 -1.63 5.17
F -0.43 -0.91 6.32
C -1.29 -1.23 -4.92
C -1.44 -1.07 -3.41
C -2.88 -0.69 -3.06
C -1.03 -2.35 -2.70
O -0.53 -0.01 -3.07
P -0.38 0.69 -1.63
O 1.05 0.94 -1.35
O -1.10 -0.09 -0.56
O -1.23 2.05 -1.78
C -0.96 3.16 -2.67
C -1.82 2.98 -3.92
C 0.51 3.26 -3.05
C -1.39 4.39 -1.89
H -1.92 -2.05 -5.28
H -0.25 -1.45 -5.16
H -1.58 -0.31 -5.43
H -3.56 -1.49 -3.37
H -3.16 0.23 -3.58
H -2.97 -0.54 -1.99
H -1.67 -3.18 -3.00
H -1.11 -2.21 -1.62
H 0.01 -2.60 -2.95
H -1.50 2.09 -4.46
H -1.72 3.85 -4.57
H -2.87 2.87 -3.63
H 0.84 2.38 -3.61
H 1.14 3.34 -2.17
H 0.65 4.15 -3.68
H -2.44 4.30 -1.60
H -1.27 5.29 -2.50
H -0.78 4.49 -0.99

***

[5]
74
Properties=species:S:1:pos:R:3 method="wB97M-V/def2-TZVPD" de_lowest_kj_mol=17.8 spin_multiplicity=5 e_homo_ev="-6.828 / -7.291" energy_ev=-70601.852 orbital_gap_ha="0.24890 / 0.25102"
Os 0.70 -0.86 0.20
C 0.82 3.30 -1.93
C 0.13 2.18 -2.70
C 1.06 1.00 -2.95
C -1.23 1.75 -2.19
C -2.23 2.06 -3.11
C -3.56 1.72 -2.94
C -3.92 1.02 -1.82
C -2.98 0.68 -0.86
C -3.45 -0.16 0.31
C -3.88 -1.55 -0.16
C -4.57 0.53 1.10
C -1.62 1.07 -0.99
N -0.83 0.60 0.15
C -0.95 1.37 1.27
C -1.64 2.57 1.42
C -1.64 3.23 2.65
C -1.02 2.73 3.77
C -0.34 1.51 3.73
C -0.26 0.87 2.54
F 0.40 -0.32 2.41
H 1.63 3.71 -2.54
H 1.25 2.95 -1.01
H 0.13 4.11 -1.69
H -0.04 2.61 -3.69
H 1.41 0.50 -2.06
H 1.94 1.34 -3.51
H 0.55 0.24 -3.55
H -1.96 2.59 -4.02
H -4.29 1.98 -3.69
H -4.95 0.71 -1.69
H -2.63 -0.32 1.01
H -4.76 -1.49 -0.81
H -4.14 -2.17 0.70
H -3.08 -2.04 -0.70
H -5.48 0.62 0.51
H -4.27 1.53 1.42
H -4.81 -0.05 1.99
H -2.17 2.99 0.57
H -2.18 4.17 2.73
H -1.08 3.28 4.70
H 0.12 1.07 4.61
C 1.90 3.10 1.59
C 2.69 2.15 0.78
N 2.41 0.91 0.31
C 3.53 0.45 -0.42
C 4.58 1.29 -0.48
S 4.26 2.71 0.37
C 3.54 -0.87 -1.06
C 4.58 -1.37 -1.76
S 4.21 -2.95 -2.30
C 2.68 -2.86 -1.56
N 2.45 -1.72 -0.96
C 1.73 -4.00 -1.64
H 0.92 2.57 1.83
H 1.72 4.01 1.01
H 2.40 3.37 2.52
H 5.52 1.13 -0.98
H 5.53 -0.92 -1.97
H 2.16 -4.82 -2.21
H 0.80 -3.68 -2.12
H 1.48 -4.36 -0.65
O -1.11 -3.96 0.47
C -0.09 -3.89 1.10
C 0.44 -5.02 1.98
C 1.74 -4.48 2.57
C 1.84 -3.08 1.99
O 2.75 -2.30 2.21
N 0.79 -2.81 1.16
H 0.60 -5.91 1.36
H -0.30 -5.26 2.74
H 2.62 -5.06 2.28
H 1.72 -4.41 3.66
O -0.32 -1.63 -1.01

***

[6]
69
Properties=species:S:1:pos:R:3 method="wB97M-V/def2-TZVPD" de_lowest_kj_mol=50.0 e_homo_ev=-6.767 energy_ev=-97922.748 orbital_gap_ha=0.26254
Pt 0.21 -0.63 1.17
O 0.05 -0.86 3.48
C 1.14 -1.14 4.38
C 1.42 -2.63 4.39
C 1.95 -3.22 3.08
C 3.27 -2.61 2.68
C 4.49 -3.18 3.01
C 5.66 -2.53 2.63
C 5.57 -1.34 1.93
C 4.31 -0.85 1.64
N 3.19 -1.46 2.01
H -0.26 0.04 3.68
H 0.84 -0.84 5.38
H 2.01 -0.57 4.08
H 0.50 -3.15 4.67
H 2.15 -2.82 5.19
H 1.24 -3.04 2.27
H 2.07 -4.30 3.20
H 4.52 -4.11 3.55
H 6.62 -2.96 2.88
H 6.46 -0.81 1.61
H 4.19 0.08 1.09
C -0.20 -1.11 -0.54
Ge -1.68 -0.20 -1.42
C -2.10 -0.91 -3.20
C -3.41 -1.08 -3.63
C -3.69 -1.57 -4.90
C -2.65 -1.90 -5.76
C -1.34 -1.74 -5.35
C -1.07 -1.25 -4.08
C -1.15 1.68 -1.66
C -1.10 2.53 -0.55
C -0.73 3.86 -0.69
C -0.39 4.36 -1.94
C -0.44 3.54 -3.05
C -0.82 2.21 -2.91
C -3.30 -0.22 -0.34
C -3.49 -1.19 0.64
C -4.66 -1.23 1.39
C -5.66 -0.29 1.16
C -5.48 0.69 0.19
C -4.31 0.72 -0.55
H 0.38 -1.82 -1.15
H -4.23 -0.83 -2.97
H -4.72 -1.70 -5.22
H -2.86 -2.28 -6.75
H -0.52 -2.00 -6.01
H -0.03 -1.14 -3.76
H -1.35 2.14 0.43
H -0.71 4.50 0.18
H -0.11 5.40 -2.05
H -0.19 3.93 -4.03
H -0.87 1.57 -3.79
H -2.70 -1.91 0.84
H -4.79 -1.99 2.15
H -6.57 -0.31 1.75
H -6.25 1.43 0.02
H -4.18 1.49 -1.30
C 2.25 1.93 -1.00
N 2.34 2.51 0.34
C 2.79 3.89 0.47
C 1.74 1.90 1.34
N 1.20 1.29 2.16
H 1.57 2.51 -1.62
H 1.87 0.91 -0.91
H 3.25 1.91 -1.45
H 2.18 4.54 -0.15
H 3.84 3.97 0.15
H 2.72 4.20 1.51